(1)
Formula: C23H31N3O5S
Source: the OMol25 dataset
Level of theory: wB97M-V/def2-TZVPD

## Properties
- SMILES: CCCCN(C(=O)NC(=O)C1=C(N2CCOCC2)/C(=C/c2ccccc2)CC1)S(C)(=O)=O
- Spin multiplicity: 1

The geometry in XYZ format:
```
63
Properties=species:S:1:pos:R:3:forces:R:3:nbo_charge:R:1
S 0.5700 -2.6731 -2.8054 0.471 -0.462 0.013 2.32
O 3.9791 -0.7049 1.9310 0.164 0.013 -0.046 -0.52
O -2.6167 -1.0473 -3.8397 0.020 -0.048 -0.103 -0.60
O 0.5787 0.0263 -1.7074 -0.114 0.201 0.266 -0.65
O 0.1358 -2.7182 -1.4415 0.018 0.114 -0.068 -0.94
O 0.5762 -3.9181 -3.5152 0.143 0.042 -0.231 -0.94
N -0.4096 -1.6114 -3.6939 0.563 -0.731 0.234 -0.71
N -1.5710 -0.6991 -1.8834 -0.342 0.178 0.440 -0.66
N 1.3506 0.1224 1.3379 0.029 -0.049 0.017 -0.42
C -1.5670 0.8689 7.1903 -0.021 -0.010 0.114 -0.23
C -0.8306 0.1834 0.1928 0.078 0.278 0.784 -0.23
C -0.3088 -1.7477 -5.1393 0.185 -0.001 -0.815 -0.25
C -1.9457 2.3230 4.8642 0.116 -0.072 -0.021 -0.19
C 2.3021 1.0429 1.9264 0.396 0.047 0.313 -0.24
C -0.4958 -0.1831 -1.1642 0.164 0.434 -0.479 0.70
C -1.5951 -1.1208 -3.1942 -0.445 0.305 0.449 0.82
C -0.3264 0.8309 3.6718 0.121 -0.118 -0.626 -0.18
C -2.6261 2.6676 6.0171 -0.106 0.056 0.054 -0.21
C -2.0837 1.3117 1.8919 -0.065 0.003 -0.055 -0.42
C -2.2534 0.4649 0.6215 0.039 -0.051 0.036 -0.42
C -1.1983 1.1545 -5.9463 0.155 0.000 0.118 -0.62
C 0.5783 -0.6612 -5.7532 -0.154 0.126 0.240 -0.40
C 2.0026 -0.8649 0.5094 0.393 -0.381 0.114 -0.26
C 3.3407 0.2583 2.7340 -0.159 0.335 0.006 -0.07
C 3.0374 -1.5950 1.3736 -0.289 -0.064 -0.242 -0.07
C -1.0687 1.2372 4.8538 -0.224 0.114 0.354 -0.09
C -0.7248 0.9192 2.3932 -0.178 0.113 0.680 -0.02
C -0.8767 0.5300 6.0441 -0.016 0.031 -0.142 -0.13
C 0.0299 0.4173 1.2383 -0.140 -0.236 -0.765 0.28
C 2.2310 -1.9846 -2.9268 -0.818 -0.011 -0.078 -0.87
C 0.1577 0.7596 -5.3731 -0.033 -0.113 -0.221 -0.41
C -2.4495 1.9375 7.1805 -0.021 0.013 0.033 -0.21
H -0.1890 -0.3038 6.0570 0.080 -0.070 -0.009 0.20
H -2.7793 -0.4638 0.8637 -0.130 -0.008 -0.021 0.21
H 2.8260 1.5756 1.1186 -0.055 0.019 0.078 0.19
H 3.6076 -2.3032 0.7714 -0.073 -0.022 0.002 0.19
H 0.5356 -0.7767 -6.8384 0.089 -0.041 -0.046 0.21
H -1.2056 1.0319 -7.0276 -0.045 0.015 -0.140 0.20
H 2.8540 -0.2350 3.5903 0.019 0.060 -0.045 0.16
H 2.5195 -2.1399 2.1775 0.032 0.002 -0.063 0.16
H 2.6156 -2.2400 -3.9043 0.054 -0.066 -0.167 0.24
H 2.1572 -0.9178 -2.7706 0.067 0.110 0.013 0.28
H 2.5043 -0.3875 -0.3411 -0.063 -0.071 0.049 0.20
H 0.0965 -2.7390 -5.3480 -0.175 0.122 -0.150 0.24
H -2.8641 1.1290 2.6292 0.006 0.068 0.002 0.23
H 0.6228 0.3555 3.8808 0.134 -0.055 -0.089 0.21
H -2.4895 -0.6291 -1.4683 0.123 -0.051 -0.128 0.42
H 0.9173 1.4518 -5.7453 0.022 0.003 0.106 0.20
H -2.0661 2.9221 3.9758 -0.026 0.052 -0.102 0.21
H -2.8227 0.9989 -0.1414 -0.050 -0.031 -0.003 0.21
H 4.1251 0.9220 3.1018 -0.092 -0.001 0.019 0.20
H -1.9934 0.5477 -5.5226 -0.141 -0.019 -0.026 0.22
H 0.1387 0.8453 -4.2846 0.114 0.084 0.052 0.21
H -1.4115 2.1968 -5.7194 -0.089 0.088 -0.020 0.21
H 1.6126 -0.8139 -5.4410 0.075 -0.060 -0.078 0.19
H -1.4146 0.3025 8.0975 0.012 -0.046 0.062 0.21
H -2.0974 2.3721 1.6276 -0.054 0.025 -0.009 0.22
H -1.3193 -1.6885 -5.5492 0.143 -0.109 0.121 0.24
H -2.9875 2.2057 8.0773 -0.038 0.026 0.071 0.21
H 1.7911 1.7718 2.5536 0.061 -0.031 -0.052 0.22
H 1.2698 -1.5776 0.1321 0.099 0.067 0.048 0.25
H 2.8209 -2.4531 -2.1496 0.020 -0.178 0.149 0.25
H -3.2971 3.5142 6.0087 -0.043 0.067 0.000 0.21
```
Forces are in eV/Å.

(2)
Formula: C23H31N3P2Ru
Source: the OMol25 dataset
Level of theory: wB97M-V/def2-TZVPD

## Properties
- Expectation value of S²: 6.053
- Net charge: +2
- Spin multiplicity: 5

The geometry in XYZ format:
```
60
Properties=species:S:1:pos:R:3:forces:R:3:nbo_charge:R:1
Ru 0.2276 -0.0252 -0.1098 0.511 0.530 2.107 0.20
P 0.6035 1.0853 1.8288 0.595 0.142 0.737 1.09
P -0.3933 1.5503 -1.6026 -2.685 2.792 -2.244 0.93
N -2.8557 1.2051 1.0060 2.990 -0.029 -0.779 -0.30
N 1.8314 -0.8269 -0.9570 0.868 0.508 -0.955 -0.55
N 3.1580 -1.4996 -2.5220 -0.043 -0.342 0.633 -0.48
C -2.2143 0.1451 4.3326 0.843 -0.433 -0.281 -0.15
C 3.0726 -0.2683 -0.7192 0.349 -0.875 -0.238 -0.09
C -0.6990 1.7059 3.0189 0.013 -0.489 -0.645 -0.74
C 1.8719 -1.5300 -2.0856 1.582 0.865 0.354 0.43
C -4.2684 1.7050 -2.1840 0.446 -0.510 -0.709 -0.16
C -4.0336 -1.3062 0.7905 2.382 0.870 -0.528 0.01
C -3.0577 -0.9929 4.3253 -0.198 -0.679 1.066 -0.15
C -3.1795 1.7422 -1.3236 -1.149 -0.187 0.761 0.07
C -4.0403 -0.3964 -0.2971 -0.035 0.278 -0.199 -0.11
C -2.0079 2.6656 -1.4516 0.129 -0.751 0.295 -0.70
C -3.2905 0.8239 -0.1946 -0.590 0.308 0.697 0.15
C 0.7452 -2.1784 -2.7474 -0.846 -0.962 -0.510 -0.70
C -4.9209 -0.5348 -1.3869 -0.279 -0.116 0.819 -0.13
C -1.7995 0.6880 3.1299 -0.877 0.426 0.128 0.05
C 1.5710 2.5879 1.4814 -0.161 -0.679 0.339 -0.95
C -3.3681 -0.8971 1.9795 0.696 -0.084 -0.159 -0.02
C -0.6855 0.9052 -3.3448 0.209 0.238 0.388 -0.93
C 3.9493 -0.7713 -1.6305 -0.588 0.758 0.017 -0.05
C -3.4850 -1.6265 3.1701 -0.489 0.308 -0.582 -0.15
C -5.1538 0.5720 -2.1812 -0.024 0.588 -1.042 -0.15
C 0.8732 2.8404 -1.8717 0.186 -0.244 -0.314 -0.96
C 1.6992 0.0253 2.8497 -0.419 0.539 0.008 -0.95
C -2.5825 0.3154 1.9782 -1.877 0.193 -0.061 0.12
H -0.5683 -1.2179 -0.4559 -2.181 -2.360 -0.518 -0.12
H -4.3496 2.5210 -2.9466 -0.190 -0.990 0.674 0.25
H 5.0101 -0.5570 -1.6961 -0.274 -0.375 -0.440 0.26
H 2.1266 2.7873 2.4107 -0.075 0.673 -0.546 0.26
H -1.7598 0.5787 5.2506 -0.647 -0.692 -0.541 0.25
H 1.9050 0.5584 3.7919 0.393 -0.522 -0.239 0.24
H 0.8446 3.3440 1.1458 0.610 0.068 0.386 0.25
H -4.0668 -2.3764 0.5651 -1.182 0.210 0.411 0.26
H 3.1690 0.4496 0.0821 0.457 -0.338 -0.069 0.23
H 0.3852 -1.0639 1.2055 -1.025 0.220 -0.781 -0.06
H 0.7803 3.3883 -2.8106 -0.382 0.013 0.059 0.26
H -5.9880 0.5760 -2.9011 0.507 -0.084 0.437 0.26
H 0.4233 -1.7790 -3.7190 0.674 0.075 0.148 0.26
H 0.9419 3.5501 -1.0405 0.055 -0.299 -0.203 0.25
H 0.3055 0.6229 -3.7394 -0.483 -0.191 0.060 0.24
H -5.5280 -1.4416 -1.3261 -0.112 0.428 -0.729 0.25
H -1.1026 1.6648 -4.0274 0.198 -0.093 0.450 0.25
H -0.1492 -2.1061 -2.1348 0.154 -0.058 0.250 0.27
H 2.5885 -0.2029 2.2333 -0.238 0.200 0.577 0.25
H 0.9702 -3.2386 -2.8724 -0.087 -0.057 -0.156 0.26
H 1.7918 2.2616 -1.9842 0.340 0.223 0.275 0.24
H -4.0897 -2.5408 3.0429 0.434 0.425 1.009 0.25
H -1.3900 0.0570 -3.3076 0.496 0.220 -0.032 0.25
H -3.3702 -1.4167 5.2803 0.258 0.081 -0.169 0.25
H -2.1663 3.3606 -2.2871 0.407 -0.431 -0.084 0.25
H -1.9152 3.2975 -0.5671 0.167 -0.213 0.302 0.27
H 1.1582 -0.9224 2.9941 0.319 0.412 0.345 0.26
H 2.2353 2.3124 0.6495 -0.001 0.453 0.391 0.24
H 3.4814 -2.0980 -3.2613 0.275 0.058 -0.235 0.44
H -1.0877 2.6246 2.5653 0.044 0.004 0.119 0.28
H -0.1796 1.9136 3.9687 -0.455 -0.022 -0.252 0.26
```
Forces are in eV/Å.

(3)
Formula: C23H31N5O3
Source: the OMol25 dataset
Level of theory: wB97M-V/def2-TZVPD

## Properties
- SMILES: C[C@@H]1CCCN(C(=O)c2ccc3nccnc3c2)C1.CNC(=O)[C@@H]1CCCN1C(C)=O
- Spin multiplicity: 1

The geometry in XYZ format:
```
62
Properties=species:S:1:pos:R:3:forces:R:3:nbo_charge:R:1
O 1.1651 2.5212 -0.5838 0.173 -0.127 0.105 -0.67
O 3.1829 4.0397 2.4219 0.021 -0.315 -0.390 -0.65
O -2.4371 -0.0234 0.7693 0.034 -0.095 -0.128 -0.61
N 2.0070 2.1244 2.2742 -0.366 -0.710 -0.538 -0.43
N -3.0619 -4.6854 2.7624 0.297 -2.072 0.904 -0.36
N -0.7563 -6.0231 1.7398 -1.191 -1.278 1.573 -0.35
N -1.9584 -0.4597 -1.4112 0.093 -1.272 1.174 -0.45
N 3.2956 3.2248 -0.6999 0.917 0.218 -0.114 -0.59
C -0.2989 -4.1459 0.3930 0.262 1.612 -0.966 -0.18
C 2.2500 0.1782 0.9250 -0.332 0.219 0.164 -0.40
C -0.6223 -2.8663 -0.0667 0.518 -1.393 0.257 -0.19
C -2.2551 -4.1154 1.8448 0.435 -0.312 -0.117 0.16
C -2.1104 -1.4084 -2.5206 0.487 0.179 -0.166 -0.22
C -1.5713 -6.5860 2.6542 0.875 0.989 -1.174 0.00
C 2.3126 2.5062 -0.1464 -0.851 -0.049 -0.081 0.67
C 3.1202 4.0990 -1.8585 -0.323 -0.275 0.317 -0.41
C -0.9918 -1.1997 -3.5440 -0.329 0.160 -0.273 -0.40
C -0.8614 2.6611 -3.2982 0.052 -0.112 0.327 -0.60
C -1.7705 -2.2029 0.4034 -0.687 -1.674 0.576 -0.13
C 1.0115 1.1639 2.7290 -0.448 -0.195 0.219 -0.21
C 2.2831 3.3145 2.8362 0.574 1.030 0.349 0.69
C -1.1019 -4.7846 1.3370 -0.408 -0.019 0.295 0.08
C -0.9836 0.2537 -4.0292 0.233 -0.221 0.495 -0.40
C -2.1102 -0.8489 -0.0763 -0.338 2.196 -0.426 0.66
C 1.4672 3.7745 4.0302 0.049 -0.335 -0.303 -0.70
C 2.6834 1.6428 1.0720 0.786 0.366 -0.198 -0.11
C -2.7094 -5.9238 3.1624 -0.204 1.630 -0.739 -0.01
C -0.8356 1.2031 -2.8310 -0.295 0.187 -0.501 -0.23
C 0.8823 0.1417 1.6032 0.121 0.231 -0.174 -0.40
C -2.5653 -2.8367 1.3768 0.389 1.515 -1.182 -0.15
C -1.9362 0.9602 -1.7839 0.415 -0.132 -0.024 -0.22
H 2.9411 -0.4618 1.4754 0.141 0.016 -0.154 0.21
H 0.1303 0.4847 0.8952 -0.110 -0.117 0.069 0.23
H 0.4278 3.8897 3.7288 -0.149 -0.073 0.161 0.23
H -1.3436 -7.5847 3.0129 0.160 0.068 -0.150 0.20
H 0.5812 -4.6632 0.0251 -0.096 0.043 0.079 0.23
H -2.9152 1.2533 -2.1774 -0.057 0.023 -0.098 0.18
H 3.9726 4.7729 -1.9533 -0.053 -0.176 0.111 0.21
H 1.3681 0.6700 3.6337 -0.110 0.038 0.233 0.18
H 1.5458 3.0433 4.8316 -0.208 -0.052 0.134 0.22
H -3.3230 -6.4317 3.8996 -0.093 0.223 -0.049 0.20
H 3.7634 1.6794 1.2172 0.098 0.206 0.054 0.21
H 2.1920 -0.1349 -0.1187 0.159 0.005 0.077 0.22
H -3.4427 -2.3365 1.7774 0.133 -0.046 -0.095 0.24
H -0.1531 0.4023 -4.7270 -0.108 0.077 0.008 0.21
H 0.0272 -2.3825 -0.7924 -0.145 -0.035 0.077 0.22
H -2.1070 -2.4495 -2.1879 -0.032 0.272 0.311 0.22
H -3.0798 -1.2377 -3.0014 -0.054 0.057 -0.044 0.19
H -0.0257 -1.4413 -3.0891 -0.048 -0.014 0.012 0.19
H 3.0269 3.4980 -2.7643 -0.019 0.103 -0.050 0.20
H 1.8524 4.7338 4.3724 0.038 -0.152 -0.141 0.24
H 0.1327 1.0063 -2.3604 -0.081 0.026 0.114 0.22
H -1.1398 -1.8718 -4.3949 0.016 -0.056 0.108 0.21
H -1.8139 2.8944 -3.7851 0.077 -0.008 -0.013 0.20
H -0.0490 2.8459 -4.0079 -0.118 0.018 0.048 0.21
H 4.1836 3.2398 -0.2219 -0.174 0.082 0.005 0.41
H 0.6367 -0.8513 1.9804 -0.163 0.088 -0.064 0.22
H 0.0471 1.6396 2.9118 0.089 0.008 0.187 0.22
H -1.7248 1.5986 -0.9182 -0.144 -0.460 -0.003 0.25
H 2.2104 4.6914 -1.7374 0.078 -0.075 -0.032 0.22
H -1.9148 0.4695 -4.5640 -0.004 0.016 -0.013 0.19
H -0.7306 3.3349 -2.4452 0.016 -0.052 -0.139 0.23
```
Forces are in eV/Å.

(4)
Formula: C23H31N6O4S3V
Source: the OMol25 dataset
Level of theory: wB97M-V/def2-TZVPD

## Properties
- Net charge: +2
- Spin multiplicity: 1

The geometry in XYZ format:
```
68
Properties=species:S:1:pos:R:3:forces:R:3:nbo_charge:R:1
V 10.4460 10.1527 9.6511 -0.203 -0.787 -1.347 0.85
S 10.7772 7.8137 11.5518 0.197 -1.081 -0.575 2.34
S 11.3505 11.0132 11.4175 -0.206 0.472 0.806 0.27
S 12.5838 9.7062 9.1783 0.449 0.856 -0.117 0.22
O 10.6363 11.6146 8.4542 0.125 -0.249 0.880 -0.62
O 10.3134 8.3296 10.0258 0.406 0.987 1.126 -0.82
O 12.1919 8.0132 11.6393 -0.180 0.144 0.075 -0.92
O 9.8950 8.3989 12.5095 -0.066 0.123 -0.214 -0.91
N 14.6763 11.3297 9.1019 -0.615 -0.068 -0.029 -0.31
N 12.7231 12.5412 8.8879 0.427 -0.897 0.014 -0.60
N 8.7329 10.7488 10.7041 0.706 0.376 0.173 -0.25
N 8.8967 9.7389 8.3481 -0.265 -0.063 -0.146 -0.44
N 8.7358 11.3879 11.9096 -0.010 -0.186 -0.319 -0.36
N 10.1297 12.2350 13.5066 0.239 -0.225 -0.231 -0.54
C 15.4939 10.0853 9.1973 -0.231 0.547 0.634 -0.22
C 13.3670 11.3514 8.9994 -0.324 -0.528 0.054 0.41
C 15.3373 13.2843 10.4850 0.111 -0.082 0.014 -0.62
C 6.5453 9.6348 8.0040 0.022 -0.091 0.056 -0.19
C 8.7916 15.2496 8.4524 0.033 -0.250 0.130 -0.22
C 6.7610 9.0638 6.7497 -0.177 0.022 0.185 -0.10
C 9.4347 14.0230 8.4675 0.110 0.209 -0.283 -0.16
C 7.6409 9.9468 8.7885 0.119 0.152 0.399 0.16
C 11.3332 12.6518 15.5899 0.166 0.254 -0.060 -0.62
C 10.4851 6.0567 11.3999 0.147 0.798 -0.385 -0.85
C 7.5824 10.5306 10.1506 0.538 -0.324 -0.714 0.34
C 10.8119 13.9653 8.6866 0.168 0.240 0.314 -0.12
C 11.5580 15.1373 8.9968 -0.176 -0.459 -0.537 -0.15
C 15.6972 9.4198 7.8572 -0.077 0.038 0.043 -0.62
C 15.3722 12.6224 9.1115 0.581 0.079 -0.305 -0.22
C 9.1079 9.2347 7.1300 -0.142 -0.163 0.250 0.10
C 11.4080 12.6683 14.0702 -0.137 0.359 0.193 -0.22
C 9.9369 11.6127 12.3566 -0.288 -0.323 -0.361 0.33
C 6.3501 10.8878 10.8270 -0.776 -0.079 0.587 -0.69
C 8.0575 8.8743 6.3032 0.056 -0.001 -0.241 -0.21
C 11.4393 12.6450 8.6640 0.105 -0.068 0.178 0.68
C 10.9083 16.3562 8.9876 -0.676 -0.229 -0.117 -0.21
C 9.5290 16.3866 8.7049 0.443 0.720 0.205 -0.13
H 6.1857 10.2099 11.6818 0.011 0.152 -0.261 0.28
H 10.8372 5.5811 12.3145 -0.104 0.155 0.007 0.28
H 5.9132 8.7497 6.1490 0.126 0.137 0.001 0.26
H 16.4402 10.4033 9.6519 -0.198 -0.107 -0.221 0.23
H 16.3431 8.5739 8.0308 0.273 -0.342 -0.139 0.25
H 11.0763 5.7375 10.5460 0.004 -0.128 0.012 0.26
H 14.3122 13.4738 10.8186 0.143 -0.107 -0.087 0.22
H 12.2093 12.0309 13.7101 -0.013 -0.232 -0.019 0.21
H 9.4295 5.9179 11.2208 -0.236 -0.185 0.087 0.26
H 8.9001 13.1093 8.2490 -0.061 0.037 0.020 0.22
H 12.2335 13.1054 16.0051 -0.025 0.009 -0.037 0.24
H 11.4128 17.2997 9.1745 0.093 -0.284 0.021 0.24
H 8.2745 8.4560 5.3230 -0.102 0.050 0.242 0.26
H 15.0098 9.4202 9.9224 0.088 0.072 -0.206 0.24
H 10.4824 13.2469 15.9436 0.124 -0.193 -0.029 0.22
H 14.9159 13.2150 8.3292 -0.047 0.359 0.085 0.23
H 11.2740 11.6370 15.9761 -0.172 -0.032 -0.011 0.23
H 11.6130 13.6736 13.6935 0.055 0.054 0.128 0.20
H 5.5458 9.8147 8.3809 0.086 -0.097 -0.129 0.25
H 9.2831 12.5407 13.9650 -0.022 0.011 0.112 0.43
H 12.6317 15.0681 9.1598 -0.266 -0.036 0.037 0.24
H 9.0353 17.3526 8.6923 0.007 -0.077 -0.021 0.24
H 14.7660 9.0448 7.4345 -0.068 0.032 0.022 0.21
H 15.8607 12.6681 11.2283 -0.185 0.125 -0.154 0.22
H 16.1665 10.0782 7.1311 0.066 0.084 -0.002 0.23
H 7.7303 15.3227 8.2546 0.044 -0.028 -0.013 0.24
H 16.3977 12.4236 8.7877 -0.100 0.027 0.163 0.22
H 6.4745 11.8728 11.2623 -0.143 0.223 0.061 0.28
H 15.8554 14.2424 10.4317 0.001 -0.038 -0.008 0.25
H 5.4915 10.8611 10.1691 -0.130 0.010 0.020 0.24
H 10.1309 9.0584 6.8352 0.152 0.127 -0.015 0.23
```
Forces are in eV/Å.

Energy above the lowest of the compared OMol25 structures with the same formula, charge and spin for every record listed, in sequence, given in kcal per mole: 71.1 31.3 34.5 0.0.